Model P:
Density functional theory data (ωB97M-V with the def2-TZVPD basis set) for a cluster of 2 separate species, C7H8N2O in total.

Each line ends with the natural charge from an NBO analysis.
CARTESIAN COORDINATES (ANGSTROEM)
C 0.76 -1.96 -0.70  0.313
C -0.88 1.03 0.49  0.789
C 1.94 -1.32 1.57  -0.400
C 2.57 -0.11 -0.23  -0.402
C 1.68 -1.28 0.08  -0.278
C 1.63 -0.02 0.92  -0.046
C -2.40 0.22 -1.12  -0.265
N 0.00 -2.53 -1.36  -0.388
N -1.15 1.87 1.31  -0.697
O -1.10 0.27 -0.50  -0.477
H 1.20 -1.78 2.20  0.219
H 2.97 -1.52 1.89  0.194
H 3.64 -0.22 -0.04  0.194
H 2.35 0.48 -1.12  0.217
H -2.37 0.81 -2.03  0.204
H -3.17 0.61 -0.44  0.188
H -2.59 -0.82 -1.35  0.232
H -1.96 2.47 1.43  0.401

Computed properties:
M	136.15	Da
highest occupied orbital energy (alpha / beta)	-8.410 / -7.665	eV
Kohn-Sham gap (alpha / beta)	8.308 / 6.965	eV

Model Q:
Density functional theory data (ωB97M-V with the def2-TZVPD basis set) for a cluster of 2 separate species, C7H8N2O in total.

Each line ends with the natural charge from an NBO analysis.
CARTESIAN COORDINATES (ANGSTROEM)
C -2.23 0.73 0.16  -0.197
C -1.37 1.83 0.14  -0.204
C -1.79 -0.56 0.07  -0.205
C -0.06 1.65 0.14  -0.320
C -0.41 -0.80 -0.01  -0.060
C 0.37 0.37 0.06  0.200
C 0.05 -2.23 -0.28  -0.603
N 2.86 1.20 0.04  -0.497
N 2.34 0.11 0.28  0.367
O 2.77 -0.99 0.57  -0.428
H -3.24 1.07 -0.06  0.217
H -1.81 2.84 -0.10  0.220
H -2.48 -1.32 -0.20  0.215
H 0.83 2.29 -0.09  0.277
H -0.91 -2.83 -0.16  0.208
H 0.51 -2.17 -1.19  0.225
H 0.72 -2.53 0.41  0.234
H 3.83 1.35 0.19  0.348

Computed properties:
M	136.15	Da
highest occupied orbital energy	-9.548	eV
Kohn-Sham gap	10.161	eV

Most favorable structure: model Q. The second most favorable one is 234.7 kJ/mol above it.

Model P:
Density functional theory data (ωB97M-V with the def2-TZVPD basis set) for a cluster of 2 separate species, C2H3P in total.

Each line ends with the natural charge from an NBO analysis.
CARTESIAN COORDINATES (ANGSTROEM)
C -1.61 -0.39 -0.04  -0.167
C -0.42 -0.24 0.00  -0.410
P 1.33 -0.41 -0.02  0.380
H -2.66 -0.47 -0.10  0.235
H 1.86 1.00 1.23  -0.027
H 1.50 0.51 -1.08  -0.012

Computed properties:
M	58.02	Da
highest occupied orbital energy	-9.485	eV
Kohn-Sham gap	9.390	eV

Model Q:
Density functional theory data (ωB97M-V with the def2-TZVPD basis set) for the molecule C2H3P.

Each line ends with the natural charge from an NBO analysis.
CARTESIAN COORDINATES (ANGSTROEM)
C 0.89 -1.65 -0.76  -0.227
C 0.41 -0.67 0.02  -0.379
P -0.76 -0.06 1.23  0.373
H 1.24 -2.09 -1.70  0.244
H -1.64 -0.20 0.22  -0.002
H -0.28 1.23 1.07  -0.009

Computed properties:
M	58.02	Da
SMILES	C#CP
highest occupied orbital energy	-9.187	eV
Kohn-Sham gap	10.040	eV

Model R:
Density functional theory data (ωB97M-V with the def2-TZVPD basis set) for the molecule C2H3P.

Each line ends with the natural charge from an NBO analysis.
CARTESIAN COORDINATES (ANGSTROEM)
C -0.30 0.01 -0.61  -0.769
C 0.32 -0.05 0.69  -0.266
P 1.16 -0.12 2.37  0.275
H -1.26 0.55 -0.45  0.256
H 0.46 0.56 -1.19  0.258
H -0.37 -0.96 -0.81  0.246

Computed properties:
M	58.02	Da
SMILES	CC#P
highest occupied orbital energy	-8.543	eV
Kohn-Sham gap	8.649	eV

Most favorable structure: model Q. The second most favorable one is 25.8 kJ/mol above it.

Model P:
Density functional theory data (ωB97M-V with the def2-TZVPD basis set) for the molecule C7H10O2.

Each line ends with the natural charge from an NBO analysis.
CARTESIAN COORDINATES (ANGSTROEM)
C 2.43 1.43 -0.46  -0.722
C 1.53 0.24 -0.33  0.609
O 1.95 -0.91 -0.34  -0.542
C 0.01 0.58 -0.20  -0.345
C -0.62 0.51 1.16  -0.385
C -1.01 -0.49 0.08  -0.142
C -0.67 -1.94 0.28  -0.599
C -2.39 -0.21 -0.61  0.452
O -3.44 -0.29 0.02  -0.503
H 2.17 2.19 0.28  0.230
H 2.33 1.85 -1.47  0.238
H 3.47 1.13 -0.30  0.239
H -0.25 1.42 -0.84  0.227
H -0.01 0.16 2.00  0.223
H -1.36 1.25 1.44  0.226
H -0.41 -2.40 -0.68  0.219
H -1.53 -2.48 0.69  0.220
H 0.16 -2.09 0.97  0.234
H -2.37 0.04 -1.69  0.119

Computed properties:
M	126.15	Da
SMILES	CC(=O)[C@@H]1C[C@@]1(C)C=O
highest occupied orbital energy	-9.633	eV
Kohn-Sham gap	10.366	eV

Model Q:
Density functional theory data (ωB97M-V with the def2-TZVPD basis set) for the molecule C7H10O2.

Each line ends with the natural charge from an NBO analysis.
CARTESIAN COORDINATES (ANGSTROEM)
C 2.73 -0.27 0.69  -0.717
C 1.66 0.51 -0.04  0.591
O 1.91 1.23 -0.98  -0.544
C 0.29 0.27 0.51  -0.343
C -0.83 -0.32 -0.34  -0.027
C -1.55 -1.61 -0.20  -0.615
C -0.94 0.82 -1.33  -0.423
C -0.92 1.08 0.14  0.280
O -1.72 1.80 0.98  -0.670
H 2.46 -1.32 0.74  0.226
H 2.82 0.11 1.70  0.231
H 3.69 -0.15 0.18  0.234
H 0.30 -0.10 1.53  0.217
H -1.04 -2.40 -0.73  0.221
H -2.56 -1.52 -0.62  0.217
H -1.64 -1.89 0.85  0.216
H -0.11 1.10 -1.95  0.231
H -1.91 0.93 -1.82  0.197
H -2.64 1.71 0.71  0.478

Computed properties:
M	126.15	Da
SMILES	CC(=O)[C@@H]1[C@]2(C)C[C@]12O
highest occupied orbital energy	-8.420	eV
Kohn-Sham gap	9.064	eV

Most favorable structure: model P. The second most favorable one is 101.8 kJ/mol above it.

Model P:
Density functional theory data (ωB97M-V with the def2-TZVPD basis set) for the molecule C7H10O2.

Each line ends with the natural charge from an NBO analysis.
CARTESIAN COORDINATES (ANGSTROEM)
C -2.02 0.37 -0.02  -0.178
C -3.24 0.38 -0.57  -0.390
C 2.37 2.06 -0.02  -0.573
C 2.33 0.94 -0.63  -0.036
C -0.84 -0.54 -0.37  -0.458
C 0.20 -0.74 0.81  -0.511
C 1.54 -1.06 0.19  0.748
O 1.83 -2.43 0.26  -0.669
O 2.44 -0.35 -0.17  -0.362
H -4.04 1.00 -0.09  0.200
H -3.57 -0.13 -1.41  0.190
H 2.04 3.00 -0.47  0.219
H 2.28 2.16 1.16  0.145
H -1.94 1.01 0.85  0.190
H -1.50 -1.49 -0.58  0.231
H -0.38 -0.16 -1.34  0.249
H 0.06 0.19 1.26  0.249
H -0.09 -1.63 1.53  0.259
H 2.53 -2.58 -0.41  0.496

Computed properties:
M	126.15	Da
highest occupied orbital energy	-7.022	eV
Kohn-Sham gap	7.339	eV

Model Q:
Density functional theory data (ωB97M-V with the def2-TZVPD basis set) for the molecule C7H10O2.

Each line ends with the natural charge from an NBO analysis.
CARTESIAN COORDINATES (ANGSTROEM)
C -0.21 1.97 -0.38  -0.358
C 0.18 0.82 0.06  -0.062
C 1.55 0.71 0.61  -0.113
O 2.40 -0.17 -0.11  -0.461
C 1.74 -1.28 -0.39  0.174
C 0.42 -1.59 -0.22  -0.335
C -0.54 -0.48 0.14  0.159
C -1.84 -0.53 -0.70  -0.601
O -0.96 -0.77 1.43  -0.698
H -1.21 2.31 -0.72  0.203
H 0.36 2.94 -0.15  0.201
H 2.20 1.61 0.63  0.203
H 1.29 0.41 1.63  0.196
H 2.37 -1.99 -0.67  0.171
H 0.02 -2.64 -0.18  0.233
H -1.64 -0.09 -1.71  0.210
H -2.52 0.24 -0.22  0.196
H -2.23 -1.49 -0.76  0.219
H -1.37 0.03 1.72  0.462

Computed properties:
M	126.15	Da
SMILES	C=C1COC=C[C@@]1(C)O
highest occupied orbital energy	-8.756	eV
Kohn-Sham gap	9.578	eV

Most favorable structure: model Q. The second most favorable one is 378.6 kJ/mol above it.